1) {"formula": "C27H73NO19", "method": "wB97M-V/def2-TZVPD", "species": ["C", "C", "C", "C", "C", "C", "C", "C", "C", "N", "O", "H", "H", "H", "H", "H", "H", "H", "H", "H", "H", "H", "H", "H", "H", "H", "H", "H", "H", "H", "O", "C", "C", "O", "H", "H", "H", "H", "H", "H", "O", "C", "C", "O", "H", "H", "H", "H", "H", "H", "O", "C", "C", "O", "H", "H", "H", "H", "H", "H", "O", "C", "C", "O", "H", "H", "H", "H", "H", "H", "O", "C", "C", "O", "H", "H", "H", "H", "H", "H", "O", "C", "C", "O", "H", "H", "H", "H", "H", "H", "O", "C", "C", "O", "H", "H", "H", "H", "H", "H", "O", "C", "C", "O", "H", "H", "H", "H", "H", "H", "O", "C", "C", "O", "H", "H", "H", "H", "H", "H"], "coordinates": [[4.635, -0.451, 3.835], [3.406, -1.150, 3.154], [3.451, -0.851, 1.685], [3.610, -2.648, 3.277], [2.401, -3.394, 2.897], [1.199, -3.079, 3.591], [0.852, -1.512, 3.571], [0.037, -1.325, 2.297], [-0.081, -1.252, 4.738], [2.113, -0.750, 3.847], [1.995, 0.602, 4.021], [4.530, 0.623, 3.678], [4.794, -0.590, 4.904], [5.490, -0.809, 3.261], [3.394, 0.232, 1.551], [4.471, -0.870, 1.299], [2.631, -1.260, 1.096], [4.230, -3.061, 2.480], [4.102, -2.916, 4.212], [2.080, -3.208, 1.871], [2.605, -4.464, 2.961], [1.118, -3.437, 4.618], [0.383, -3.584, 3.074], [-0.892, -1.891, 2.237], [0.603, -1.651, 1.423], [-0.269, -0.284, 2.195], [-0.338, -0.192, 4.721], [0.438, -1.371, 5.689], [-0.976, -1.845, 4.552], [1.368, 0.702, 3.294], [2.067, -2.076, -3.297], [2.124, -1.481, -1.977], [3.196, -0.330, -2.055], [2.701, 0.703, -2.848], [3.013, -2.132, -3.456], [1.072, -1.371, -1.716], [2.387, -2.313, -1.321], [4.123, -0.701, -2.494], [3.377, -0.086, -1.007], [2.673, 0.434, -3.770], [-1.668, 0.163, 0.102], [-1.788, 0.947, -1.047], [-0.487, 0.845, -1.829], [0.653, 0.997, -0.917], [-0.859, 0.417, 0.554], [-2.622, 0.578, -1.645], [-2.118, 1.958, -0.805], [-0.509, 1.634, -2.580], [-0.556, -0.130, -2.312], [1.484, 1.008, -1.399], [0.061, 5.756, -0.275], [-1.177, 6.434, -0.700], [-1.886, 5.574, -1.758], [-1.585, 4.231, -1.708], [0.518, 6.270, 0.395], [-1.923, 6.602, 0.078], [-0.957, 7.461, -0.993], [-1.678, 5.908, -2.776], [-2.968, 5.718, -1.773], [-1.372, 4.230, -0.769], [4.081, 3.476, -2.816], [3.137, 4.261, -2.000], [2.328, 5.241, -2.847], [1.195, 4.592, -3.391], [3.851, 2.545, -2.861], [2.488, 3.585, -1.443], [3.782, 4.872, -1.368], [2.913, 5.437, -3.745], [1.949, 5.998, -2.160], [0.501, 4.463, -2.739], [-3.615, -2.483, 4.422], [-3.819, -1.233, 4.837], [-4.368, -0.232, 3.800], [-3.335, 0.325, 2.975], [-3.371, -2.508, 3.491], [-4.453, -1.408, 5.707], [-2.945, -0.656, 5.150], [-4.860, 0.505, 4.434], [-5.085, -0.626, 3.078], [-3.058, -0.357, 2.357], [-2.026, -2.158, -7.033], [-0.794, -1.527, -6.872], [0.235, -2.397, -6.256], [-0.230, -2.764, -4.940], [-2.363, -2.475, -6.191], [-0.360, -1.262, -7.837], [-0.926, -0.584, -6.339], [1.147, -1.807, -6.167], [0.327, -3.273, -6.898], [0.309, -2.232, -4.348], [-3.376, -2.615, 1.778], [-4.472, -2.761, 0.874], [-4.663, -1.521, 0.023], [-5.727, -1.772, -0.869], [-2.861, -3.426, 1.763], [-4.287, -3.655, 0.279], [-5.366, -2.826, 1.495], [-3.662, -1.412, -0.397], [-4.870, -0.579, 0.531], [-5.493, -2.157, -1.717], [0.705, 1.854, 1.770], [0.917, 3.191, 2.190], [2.378, 3.564, 2.325], [2.987, 3.155, 1.133], [0.786, 1.823, 0.811], [0.375, 3.819, 1.482], [0.598, 3.254, 3.230], [2.837, 3.188, 3.240], [2.512, 4.643, 2.422], [3.945, 3.101, 1.156], [-2.586, -4.909, -1.491], [-2.127, -3.576, -1.694], [-2.844, -2.988, -2.892], [-2.774, -3.824, -4.001], [-2.891, -5.071, -2.389], [-2.234, -3.003, -0.773], [-1.096, -3.822, -1.955], [-2.230, -2.155, -3.238], [-3.887, -2.773, -2.663], [-1.902, -3.629, -4.357]], "charge": 0, "homo_lumo_gap_ev": 7.67}


2) {"formula": "C27H73NO19", "method": "wB97M-V/def2-TZVPD", "species": ["C", "C", "C", "C", "C", "C", "C", "C", "C", "N", "O", "H", "H", "H", "H", "H", "H", "H", "H", "H", "H", "H", "H", "H", "H", "H", "H", "H", "H", "H", "O", "C", "C", "O", "H", "H", "H", "H", "H", "H", "O", "C", "C", "O", "H", "H", "H", "H", "H", "H", "O", "C", "C", "O", "H", "H", "H", "H", "H", "H", "O", "C", "C", "O", "H", "H", "H", "H", "H", "H", "O", "C", "C", "O", "H", "H", "H", "H", "H", "H", "O", "C", "C", "O", "H", "H", "H", "H", "H", "H", "O", "C", "C", "O", "H", "H", "H", "H", "H", "H", "O", "C", "C", "O", "H", "H", "H", "H", "H", "H", "O", "C", "C", "O", "H", "H", "H", "H", "H", "H"], "coordinates": [[0.088, -5.189, -0.776], [1.447, -4.739, -1.408], [1.155, -3.867, -2.643], [2.197, -3.898, -0.412], [3.643, -3.711, -0.765], [4.344, -5.153, -0.970], [3.615, -6.040, -1.951], [3.939, -5.482, -3.401], [4.155, -7.491, -1.892], [2.149, -5.954, -1.732], [1.493, -6.889, -2.585], [0.173, -5.893, 0.052], [-0.252, -4.258, -0.322], [-0.768, -5.509, -1.371], [0.853, -4.340, -3.578], [0.381, -3.151, -2.366], [1.986, -3.232, -2.949], [1.947, -2.851, -0.238], [1.960, -4.319, 0.565], [3.768, -2.987, -1.570], [4.071, -3.097, 0.027], [4.381, -5.697, -0.026], [5.332, -4.911, -1.361], [3.382, -4.574, -3.632], [3.768, -6.125, -4.263], [5.007, -5.263, -3.370], [5.210, -7.586, -1.635], [3.887, -8.009, -2.812], [3.732, -8.012, -1.033], [1.087, -7.536, -2.004], [-0.506, 5.935, -0.629], [0.774, 5.878, -1.019], [1.250, 7.164, -1.607], [1.051, 7.321, -3.018], [-0.995, 5.892, -1.454], [1.366, 5.497, -0.187], [0.922, 5.113, -1.781], [2.327, 7.112, -1.448], [0.927, 8.017, -1.011], [0.946, 6.479, -3.467], [-3.508, -3.132, -2.340], [-2.484, -2.233, -1.888], [-1.854, -1.148, -2.887], [-2.932, -0.538, -3.618], [-4.368, -3.180, -1.917], [-2.655, -1.844, -0.884], [-1.744, -2.976, -1.593], [-1.208, -1.691, -3.576], [-1.247, -0.456, -2.303], [-3.511, -1.221, -3.962], [-3.406, 1.130, 0.531], [-4.514, 0.362, 0.868], [-5.148, 0.003, -0.507], [-6.162, -0.905, -0.165], [-2.914, 1.279, 1.342], [-4.255, -0.591, 1.330], [-5.277, 0.854, 1.471], [-4.490, -0.652, -1.078], [-5.504, 0.840, -1.109], [-6.398, -0.541, 0.691], [-1.272, -4.708, 2.840], [-1.351, -3.825, 3.959], [-0.857, -2.430, 3.743], [0.300, -2.400, 2.937], [-0.369, -4.768, 2.520], [-2.358, -3.724, 4.364], [-0.665, -4.324, 4.643], [-0.702, -1.842, 4.647], [-1.603, -1.847, 3.202], [1.015, -2.568, 3.556], [0.288, -0.863, 0.457], [0.025, 0.528, 0.782], [0.486, 1.630, -0.267], [0.242, 2.887, 0.115], [0.077, -1.391, 1.231], [-0.996, 0.791, 1.058], [0.467, 0.677, 1.767], [-0.130, 1.550, -1.163], [1.488, 1.323, -0.567], [1.044, 3.018, 0.627], [-1.135, 5.014, 1.977], [-2.546, 5.256, 2.054], [-3.320, 4.176, 2.812], [-2.959, 4.307, 4.200], [-0.724, 5.357, 1.181], [-2.678, 6.226, 2.533], [-3.060, 5.356, 1.098], [-2.959, 3.221, 2.430], [-4.394, 4.107, 2.638], [-2.049, 4.038, 4.348], [-2.576, 3.855, -1.284], [-2.585, 2.967, -2.332], [-3.922, 2.977, -3.139], [-3.831, 2.242, -4.330], [-1.824, 3.779, -0.691], [-1.818, 3.338, -3.012], [-2.285, 1.989, -1.954], [-4.244, 4.007, -3.289], [-4.630, 2.417, -2.529], [-3.582, 1.340, -4.115], [0.830, 0.447, 5.555], [1.506, 1.348, 4.632], [0.465, 2.360, 4.254], [0.118, 3.408, 5.089], [0.406, 0.943, 6.258], [2.325, 1.846, 5.152], [1.870, 0.777, 3.778], [-0.521, 1.930, 4.079], [0.726, 2.673, 3.243], [-0.182, 3.068, 5.935], [3.038, 3.090, 0.924], [4.213, 2.637, 0.312], [4.350, 3.828, -0.735], [4.821, 5.076, -0.255], [3.254, 3.847, 1.474], [4.924, 2.537, 1.132], [4.175, 1.604, -0.034], [3.465, 3.920, -1.365], [5.194, 3.629, -1.396], [4.399, 5.347, 0.563]], "charge": 0, "homo_lumo_gap_ev": 7.85}


1) is favored, and the nearest alternative lies 0.0600 hartree above it.


1) {"formula": "C2H4O4S", "method": "wB97M-V/def2-TZVPD", "species": ["C", "C", "S", "O", "O", "O", "O", "H", "H", "H", "H"], "coordinates": [[0.986, 0.525, -0.632], [0.197, 0.352, 0.448], [-1.495, 0.718, 0.128], [-1.507, 1.915, -0.623], [-2.294, 0.414, 1.247], [-1.932, -0.580, -1.005], [-2.282, -1.680, -0.208], [2.105, 0.473, -0.606], [0.441, 0.664, -1.538], [0.627, -0.028, 1.307], [-2.912, -1.278, 0.529]], "charge": 0, "homo_lumo_gap_ev": 10.49}


2) {"formula": "C2H4O4S", "method": "wB97M-V/def2-TZVPD", "species": ["C", "C", "O", "O", "O", "O", "S", "H", "H", "H", "H"], "coordinates": [[2.009, 0.519, -0.357], [0.645, 0.211, 0.075], [-1.595, -1.132, -0.108], [0.790, -2.402, 0.643], [3.057, 0.089, -0.011], [-0.248, 1.065, -0.541], [0.361, -1.681, -0.495], [1.978, 1.182, -1.201], [0.332, 0.085, 1.038], [-2.187, -1.459, -0.919], [-1.147, 0.701, -0.489]], "charge": 0, "homo_lumo_gap_ev": 9.18}


2) is favored, and the nearest alternative lies 0.0644 hartree above it.


1) {"formula": "C3H6ClFO", "method": "wB97M-V/def2-TZVPD", "species": ["C", "O", "C", "C", "F", "Cl", "H", "H", "H", "H", "H", "H"], "coordinates": [[-1.654, -0.326, -0.337], [-0.612, -0.866, 0.356], [0.321, 0.131, 0.677], [1.507, 0.214, -0.252], [2.208, 1.369, -0.014], [2.503, -1.220, 0.007], [-2.317, -1.189, -0.609], [-2.142, 0.473, 0.246], [-1.321, 0.157, -1.272], [0.671, 0.001, 1.752], [-0.277, 1.064, 0.728], [1.113, 0.191, -1.281]], "charge": 0, "homo_lumo_gap_ev": 11.29}


2) {"formula": "C3H6ClFO", "method": "wB97M-V/def2-TZVPD", "species": ["O", "C", "C", "C", "F", "Cl", "H", "H", "H", "H", "H", "H"], "coordinates": [[1.369, -1.425, -0.455], [1.005, 0.035, -0.492], [-0.032, 0.374, 0.545], [-1.487, 0.183, 0.183], [-1.668, 0.986, -0.913], [-1.941, -1.528, -0.233], [2.219, -1.476, -0.029], [1.895, 0.627, -0.298], [0.626, 0.306, -1.437], [0.349, -0.004, 1.463], [-0.248, 1.404, 0.654], [-2.087, 0.517, 1.012]], "charge": 0, "homo_lumo_gap_ev": 11.38}


2) is favored, and the nearest alternative lies 0.0035 hartree above it.